This record from the OMol25 dataset describes a cluster of 2 separate species, C5H14NO2 in total. The level of theory is ωB97M-V with the def2-TZVPD basis set.

```
22
Properties=species:S:1:pos:R:3:forces:R:3:mulliken_charge:R:1
C -1.874265 -0.458647 -0.239077 -0.22 1.03 6.23 -1.505
C -0.532939 0.150441 -0.655368 -1.04 -0.99 0.09 0.202
C -0.037229 0.827769 0.622431 -0.84 0.45 2.16 -0.742
C 1.198685 1.752852 0.592044 1.07 0.48 1.07 -0.491
C 1.435624 2.352244 -0.822381 0.60 -1.20 1.88 -0.087
O 1.544839 1.673407 -1.797867 -0.11 -1.34 -0.92 -0.471
N 0.359802 -1.040631 -1.172751 0.66 1.79 0.12 -0.248
H -2.454880 -0.854863 -0.925085 -2.56 -1.66 -4.03 0.571
H -2.559392 0.293228 0.338005 1.41 -0.80 -1.51 0.345
H -1.953753 -1.306726 0.625944 1.39 1.86 -2.00 0.228
H -0.591017 0.763217 -1.584070 -0.23 -0.07 1.13 0.552
H 0.118570 -0.032959 1.426002 -0.47 1.88 -1.56 0.103
H -0.902722 1.510793 1.020395 1.32 -1.67 -0.88 0.367
H 2.026850 1.011398 0.905264 -0.48 1.80 -0.78 0.277
H 1.161632 2.653392 1.394383 -0.03 -2.37 -1.79 0.314
H 1.596150 3.386320 -0.940770 -0.03 1.82 0.26 0.475
H 0.158907 -1.855819 -0.575953 0.79 0.15 0.44 0.306
H 1.400313 -0.610095 -1.149215 -2.76 -1.74 -0.73 0.403
H -0.051936 -1.314319 -2.106815 1.34 0.65 0.88 0.411
H -0.512250 -3.536369 1.771367 0.02 1.80 -1.82 0.329
H 0.615477 -2.667663 1.974208 -1.03 0.72 -1.70 0.317
O -0.146466 -2.696970 1.299309 1.20 -2.59 3.47 -0.659
```
Forces are in eV/Å.

- Total charge: +1
- Energy above the lowest of the compared OMol25 structures with the same formula, charge and spin: 72.6 kcal/mol
- Kohn-Sham gap: 10.55 eV



This record from the OMol25 dataset describes a cluster of 2 separate species, C5H15NSi in total. The level of theory is ωB97M-V with the def2-TZVPD basis set.

```
22
Properties=species:S:1:pos:R:3:forces:R:3:mulliken_charge:R:1
C -2.710944 -0.401899 1.420852 2.01 -4.07 -0.67 -0.886
Si -2.422110 0.039878 -0.420243 1.82 0.00 0.09 0.414
C -1.044691 -1.087391 -1.207165 -2.32 -0.38 -1.26 -0.635
N -1.825719 1.722746 -0.542578 -2.06 -1.13 -0.53 -0.522
H -3.109634 -1.497216 1.614246 0.77 1.80 -0.83 0.255
H -1.647738 -0.476007 1.907136 -2.04 0.73 -0.56 0.220
H -3.443552 0.150618 1.904292 -0.82 1.64 1.18 0.350
H -3.526285 -0.115515 -1.377459 -0.48 0.09 0.28 -0.168
H -1.193117 -2.185516 -0.891783 -0.08 1.52 -0.96 0.247
H -1.237272 -0.858527 -2.374034 0.74 -1.02 2.57 0.184
H -0.038739 -0.866896 -0.937594 0.80 0.54 0.08 0.102
H -2.513443 2.414902 -0.237094 0.45 -0.16 -0.13 0.235
H -0.992926 1.821619 -0.029157 1.22 0.43 0.72 0.200
C 1.907390 1.092254 0.493018 -2.06 0.61 0.97 -0.678
C 3.020038 0.779677 -0.062736 3.80 0.23 -0.53 0.137
C 3.564529 -0.630762 -0.129897 -0.45 4.74 -0.10 -1.448
H 1.665339 2.156170 0.475228 -0.61 -0.43 0.60 0.224
H 1.349333 0.272681 0.977012 -0.39 0.88 -0.37 0.296
H 3.760171 1.632007 -0.286702 -1.22 -1.42 -0.31 0.251
H 4.367141 -0.642657 0.484091 2.71 -0.57 1.94 0.411
H 2.869077 -1.290558 0.098690 -3.21 -3.15 1.35 0.432
H 3.838737 -0.762485 -1.084799 1.38 -0.89 -3.54 0.378
```
Forces are in eV/Å.

- Energy above the lowest of the compared OMol25 structures with the same formula, charge and spin: 36.9 kcal/mol
- Kohn-Sham gap: 10.51 eV



This record from the OMol25 dataset describes the molecule C5H7N. The level of theory is ωB97M-V with the def2-TZVPD basis set.

```
13
Properties=species:S:1:pos:R:3:forces:R:3:mulliken_charge:R:1
C 1.209875 -0.088950 0.501663 0.06 0.04 -0.09 -0.693
C 0.579736 1.267576 0.735011 -0.34 -0.48 -0.11 -0.334
C 0.545845 -0.624146 -0.779245 -0.03 0.00 -0.02 -0.420
C -0.881715 -0.123114 -0.627570 0.05 -0.07 -0.23 -0.107
N -1.524637 -0.146457 0.642264 0.05 -0.25 0.06 -0.531
C -0.802261 1.105519 0.281281 0.17 0.61 0.10 -0.204
H 2.302015 -0.070794 0.457385 -0.17 0.12 0.00 0.346
H 0.968023 -0.719478 1.376348 0.10 0.12 -0.07 0.280
H 0.972814 -0.078945 -1.632437 -0.03 -0.28 0.10 0.262
H 0.659776 -1.697166 -0.978291 -0.12 0.18 0.20 0.326
H -1.564719 -0.134120 -1.475311 0.19 0.13 0.12 0.392
H -1.017475 -0.655388 1.362385 0.03 0.02 -0.18 0.280
H -1.447276 1.965457 0.136511 0.05 -0.15 0.11 0.403
```
Forces are in eV/Å.

- Energy above the lowest of the compared OMol25 structures with the same formula, charge and spin: 102.4 kcal/mol
- Kohn-Sham gap: 8.24 eV



This record from the OMol25 dataset describes a structure of composition C38H75AsBCl2F3MgN6O3SSi3. The level of theory is ωB97M-V with the def2-TZVPD basis set.

```
134
Properties=species:S:1:pos:R:3:forces:R:3:mulliken_charge:R:1
Mg -0.422666 0.770151 -1.026464 0.24 0.50 0.45 1.463
C 1.577325 4.765234 -1.998202 0.00 -0.05 0.02 -1.499
C 1.682761 3.961813 -0.698093 -0.15 0.03 -0.10 1.377
C 2.674332 4.616079 0.260409 0.00 -0.03 -0.03 -1.644
C 0.327316 3.802525 -0.066318 0.03 0.00 0.08 -0.986
C -0.359106 4.676316 0.793175 0.07 0.04 -0.04 -0.340
C -1.544415 4.037132 1.100122 -0.12 -0.05 -0.02 0.121
C -2.619646 4.483863 2.048477 0.13 0.05 0.01 1.109
C -2.151774 4.243847 3.488447 -0.07 -0.03 -0.01 -1.481
C -2.970628 5.953915 1.822398 -0.02 -0.03 -0.03 -1.651
N -1.563973 2.858746 0.440046 -0.02 -0.15 -0.05 0.656
N -0.400112 2.718179 -0.273832 -0.25 0.40 0.26 0.478
B -2.560985 1.653385 0.584654 0.15 0.06 0.11 -0.529
N -1.809346 0.538397 1.417368 -0.09 0.07 -0.18 2.074
N -0.462243 0.471421 1.118182 -0.43 -0.27 0.19 0.503
C 0.177468 0.172895 2.236547 -0.13 0.23 -0.01 -1.366
C -0.758453 -0.041025 3.267228 0.19 -0.05 0.08 -1.179
C -1.994746 0.198735 2.722265 -0.05 -0.01 -0.05 -0.140
C -3.299069 -0.078117 3.429163 -0.06 0.07 -0.10 0.111
C -4.337821 1.045151 3.457879 0.04 -0.02 0.05 -1.267
C -3.913298 -1.381008 2.903417 0.03 0.02 0.03 -1.161
C 1.640518 0.450446 2.418698 0.04 -0.04 0.04 1.924
C 2.312151 -0.506814 3.399318 0.12 0.06 -0.17 -1.058
C 1.735702 1.886565 2.961541 0.03 -0.02 -0.08 -1.358
N -2.984852 1.181640 -0.856101 0.12 0.19 0.25 1.373
N -2.211210 1.555634 -1.921838 0.01 -0.17 -0.15 -0.466
C -2.998139 1.587359 -2.990640 -0.32 0.03 0.18 -0.657
C -4.291877 1.164547 -2.627436 0.10 -0.11 -0.09 -0.978
C -4.238060 0.910466 -1.271038 0.01 0.01 -0.09 -0.387
C -5.313973 0.439070 -0.340585 -0.05 0.13 -0.07 2.792
C -5.979361 -0.827508 -0.877607 0.01 -0.01 0.04 -1.528
C -6.340135 1.549149 -0.102282 0.04 0.00 0.05 -1.685
C -2.595142 2.232455 -4.290880 0.15 -0.24 -0.05 0.710
C -2.760010 1.311214 -5.503849 -0.02 0.06 -0.03 -1.361
C -1.199259 2.842042 -4.220295 -0.05 -0.01 0.03 -1.282
H 2.564713 4.903418 -2.442422 0.00 0.00 -0.01 0.499
H 1.146422 5.750435 -1.805201 0.01 0.00 -0.01 0.326
H 0.946954 4.248245 -2.721603 0.00 0.03 0.00 0.138
H 2.030664 2.957501 -0.954277 0.06 0.02 0.02 -0.198
H 2.358405 5.631869 0.509156 0.02 0.00 0.00 0.308
H 3.659221 4.676512 -0.205188 0.00 0.02 0.01 0.509
H 2.769154 4.053287 1.188816 -0.01 0.00 0.02 0.234
H -0.032027 5.638786 1.149612 0.00 -0.01 0.00 0.400
H -3.509316 3.880564 1.869005 -0.02 0.02 -0.02 -0.394
H -1.260523 4.838142 3.699445 0.00 0.00 0.01 0.351
H -1.900206 3.192765 3.646853 0.03 0.01 0.01 0.233
H -2.931287 4.525643 4.199902 0.01 0.00 0.00 0.393
H -2.123480 6.597705 2.067629 -0.01 0.00 0.00 0.271
H -3.811896 6.246604 2.452662 0.03 0.01 0.02 0.458
H -3.240621 6.135778 0.781520 -0.01 0.01 0.01 0.386
H -3.528157 2.005905 1.175323 0.02 -0.09 -0.06 -0.749
H -0.559920 -0.307516 4.292658 0.00 -0.04 -0.03 0.427
H -3.000065 -0.259925 4.464827 0.02 0.02 0.01 0.469
H -4.825534 1.176340 2.493935 -0.03 0.00 0.04 0.026
H -3.891377 1.997508 3.745843 -0.02 0.00 -0.01 0.151
H -5.109350 0.795926 4.188597 0.00 0.00 0.00 0.543
H -4.245620 -1.271661 1.870387 0.01 -0.03 0.01 0.021
H -4.774945 -1.661892 3.512150 -0.01 0.00 -0.02 0.493
H -3.187050 -2.194155 2.932415 -0.01 -0.01 0.00 0.300
H 2.133460 0.410203 1.442474 0.02 -0.08 0.01 -0.032
H 1.674107 -0.683309 4.267710 0.04 -0.03 -0.02 0.275
H 3.242989 -0.075176 3.760523 0.09 0.03 0.03 0.457
H 2.543723 -1.463084 2.934743 0.01 0.16 0.04 -0.434
H 1.266985 1.939758 3.946985 0.01 0.02 0.00 0.315
H 1.227602 2.595705 2.306036 -0.02 0.01 0.00 0.057
H 2.781786 2.183952 3.065331 -0.01 0.01 -0.02 0.482
H -5.151217 1.074667 -3.272419 0.00 0.03 0.01 0.594
H -4.836185 0.200364 0.609608 -0.01 -0.01 -0.02 -1.836
H -6.381185 -0.661254 -1.878887 -0.02 0.00 0.02 0.374
H -6.803411 -1.124030 -0.226255 0.00 -0.01 -0.01 0.450
H -5.270655 -1.655702 -0.924987 0.00 0.01 -0.03 0.182
H -6.838499 1.815594 -1.036284 -0.01 0.00 0.01 0.378
H -5.859705 2.446403 0.292779 -0.01 0.01 -0.01 0.257
H -7.098186 1.223043 0.612389 -0.01 0.00 -0.02 0.431
H -3.311399 3.051328 -4.414763 -0.01 0.02 0.03 0.529
H -1.936713 0.602885 -5.576493 -0.03 -0.01 0.02 0.092
H -2.770491 1.901433 -6.421686 0.01 -0.01 0.00 0.459
H -3.692994 0.747639 -5.454620 -0.01 0.02 -0.01 0.353
H -0.433108 2.070164 -4.141472 0.01 0.03 -0.01 0.127
H -1.106759 3.488650 -3.347303 0.00 0.02 -0.03 0.145
H -0.997383 3.430561 -5.116444 0.01 -0.02 -0.01 0.495
F -1.042818 -0.609869 -3.723392 0.01 0.01 -0.02 -0.070
C 0.247010 -0.862118 -4.005081 -0.03 0.00 0.02 0.500
F 0.612190 -0.097239 -5.027189 0.06 -0.05 -0.06 -0.227
F 0.341565 -2.141804 -4.354984 0.05 -0.03 -0.06 -0.223
S 1.262429 -0.533874 -2.506328 -0.02 -0.09 -0.54 0.392
O 2.539734 -1.078812 -2.819908 -0.04 0.15 0.16 -0.420
O 0.421805 -1.166891 -1.473053 0.29 0.50 -0.32 -0.555
O 1.165884 0.934858 -2.332102 -0.03 -0.67 -0.03 -0.380
Cl -3.385939 -4.322991 -1.538804 0.00 0.03 -0.01 -0.183
C -2.444655 -2.855789 -1.848520 0.05 -0.02 0.06 -0.053
Cl -2.299256 -1.848854 -0.399429 -0.14 -0.19 0.02 0.297
H -2.951537 -2.276787 -2.611788 0.01 0.00 -0.01 0.250
H -1.446601 -3.147785 -2.155703 0.01 0.02 0.00 -0.112
C 4.796200 -3.345021 -3.045300 -0.05 0.39 0.08 -1.241
Si 3.661117 -4.024860 -1.714664 0.14 -0.37 -0.20 0.932
C 2.096118 -4.601619 -2.575730 -0.23 0.12 0.07 -0.874
C 4.595453 -5.562532 -1.127915 0.01 -0.02 0.19 -1.421
As 3.063861 -2.534844 0.041066 0.32 -0.20 0.19 0.341
Si 5.278267 -1.878138 0.497297 0.27 0.33 -0.09 0.419
C 5.534557 -0.692638 1.922172 -0.20 -0.12 0.34 -0.876
C 5.663026 -0.752374 -0.954648 -0.14 -0.05 -0.23 -1.039
C 6.581052 -3.203427 0.681501 -0.05 -0.30 -0.06 -1.003
Si 2.065090 -4.195945 1.403295 -0.52 -0.13 -0.07 0.400
C 1.558050 -3.651483 3.119254 0.10 0.21 0.16 -0.933
C 2.817397 -5.891824 1.643404 0.36 -0.03 -0.07 -1.187
C 0.436359 -4.430695 0.471401 0.00 0.03 -0.17 -0.686
H 4.803942 -4.074820 -3.859474 0.01 -0.05 0.04 0.453
H 5.819760 -3.221870 -2.686551 0.00 -0.05 -0.02 0.311
H 4.454026 -2.391642 -3.444425 0.01 -0.03 -0.07 0.187
H 2.321552 -4.881770 -3.607468 0.03 -0.05 0.02 0.480
H 1.341311 -3.814220 -2.605500 0.00 0.00 -0.03 -0.160
H 1.654776 -5.463622 -2.071755 0.01 0.01 -0.01 0.353
H 3.979996 -6.461639 -1.193069 0.01 0.01 -0.04 0.446
H 4.934498 -5.473329 -0.096136 0.03 -0.04 -0.03 0.269
H 5.477659 -5.713790 -1.754480 -0.02 0.00 -0.02 0.417
H 4.758568 0.070884 1.947275 -0.05 0.08 0.01 -0.046
H 6.488011 -0.190141 1.736046 0.01 -0.03 0.03 0.435
H 5.584642 -1.165352 2.904954 -0.03 0.01 0.00 0.313
H 5.084519 0.168725 -0.838452 0.04 0.01 0.02 0.258
H 5.394806 -1.167294 -1.923003 0.04 0.03 0.00 0.183
H 6.724465 -0.490848 -0.973240 0.00 0.00 0.05 0.400
H 6.351338 -3.855499 1.528418 0.04 0.01 0.00 0.277
H 7.554562 -2.740985 0.862137 -0.01 0.02 -0.01 0.372
H 6.658251 -3.835751 -0.205032 0.04 0.02 0.02 0.262
H 2.402460 -3.481110 3.791189 -0.05 -0.02 0.02 0.331
H 0.951335 -4.459085 3.538132 0.00 -0.02 -0.03 0.479
H 0.951750 -2.743318 3.096657 -0.04 -0.17 0.02 0.002
H 3.825169 -5.850757 2.063965 -0.03 -0.03 0.03 0.301
H 2.872421 -6.452681 0.711900 -0.03 -0.02 0.03 0.313
H 2.182968 -6.446027 2.339917 -0.03 0.03 0.00 0.403
H -0.418082 -4.278903 1.135288 0.02 -0.03 0.02 0.409
H 0.356203 -5.428993 0.034575 -0.01 0.00 0.03 0.440
H 0.348502 -3.704268 -0.339605 -0.06 0.01 0.02 -0.363
```
Forces are in eV/Å.

- Kohn-Sham gap: 8.48 eV